# 1
14
Properties=species:S:1:pos:R:3 method="wB97M-V/def2-TZVPD" e_lumo_ev=0.871 homo_lumo_gap_ha=0.41315 largest_force_ev_per_a=4.5 e_homo_ev=-10.4 e_tot_ev=-16814.138 de_lowest_kj_mol=251.83
C -0.16 1.44 0.40
C 1.37 -0.56 -0.13
C -1.17 -0.90 -0.10
C -0.03 0.11 -0.41
Cl -1.07 -1.33 1.64
H 0.64 2.07 -0.06
H -1.13 1.79 0.43
H 0.19 1.29 1.48
H 1.73 -0.29 0.89
H 2.22 -0.41 -0.85
H 1.15 -1.61 -0.16
H -2.20 -0.49 -0.37
H -1.07 -1.73 -0.95
H -0.46 0.62 -1.82

=====

# 2
14
Properties=species:S:1:pos:R:3 method="wB97M-V/def2-TZVPD" e_lumo_ev=0.960 homo_lumo_gap_ha=0.42289 largest_force_ev_per_a=2.7 e_homo_ev=-10.5 e_tot_ev=-16815.987 de_lowest_kj_mol=73.42 smiles=CC(C)CCl
C -1.04 -0.93 -0.62
C -0.20 0.00 0.31
C -0.14 1.43 -0.20
C 1.11 -0.57 0.70
Cl 2.53 -0.06 -0.43
H -0.75 -0.89 -1.71
H -1.09 -2.01 -0.35
H -1.96 -0.37 -0.73
H -0.75 0.00 1.25
H -1.18 1.75 -0.39
H 0.16 1.97 0.77
H 0.69 1.60 -0.92
H 1.52 -0.26 1.67
H 1.10 -1.65 0.66

=====

# 3
17
Properties=species:S:1:pos:R:3 method="wB97M-V/def2-TZVPD" e_lumo_ev="-5.768 / -5.768" homo_lumo_gap_ha="0.25030 / 0.25027" total_charge=+1 largest_force_ev_per_a=4.0 e_homo_ev="-12.6 / -12.6" e_tot_ev=-32309.248 de_lowest_kj_mol=285.43
C -0.28 -0.44 0.22
C -2.66 0.61 -1.65
C 1.74 -0.11 1.60
C -3.01 0.15 -0.24
N 0.44 0.21 1.08
N 0.05 -1.58 -0.35
Cl -3.26 1.37 0.89
Cl -3.38 -1.47 0.04
H -2.37 -0.36 -2.06
H -1.91 1.40 -1.65
H -3.63 0.94 -2.00
H 1.78 -0.99 2.40
H 2.47 -0.50 0.85
H 2.22 0.78 2.16
H 0.05 1.13 1.26
H -0.73 -2.04 -0.86
H 0.89 -2.07 -0.14

=====

# 4
22
Properties=species:S:1:pos:R:3 method="wB97M-V/def2-TZVPD" e_lumo_ev=-0.144 homo_lumo_gap_ha=0.34160 largest_force_ev_per_a=1.8 e_homo_ev=-9.4 e_tot_ev=-98172.260 de_lowest_kj_mol=0.00
Hg 21.22 -11.17 5.90
C 19.10 -11.66 3.84
O 20.39 -11.11 4.02
H 18.96 -12.36 3.01
H 18.78 -12.13 4.77
H 18.36 -10.84 3.75
Cl 22.57 -11.57 7.85
C 18.24 -12.25 8.92
Cl 19.03 -12.38 7.34
Cl 17.99 -10.56 9.38
H 17.27 -12.73 8.90
H 18.89 -12.66 9.68
C 23.81 -7.73 4.51
Cl 22.70 -8.82 5.37
Cl 25.38 -8.52 4.30
H 23.44 -7.50 3.51
H 23.94 -6.87 5.16
C 18.17 -7.93 5.58
Cl 18.82 -6.31 5.31
Cl 19.41 -8.97 6.32
H 17.36 -7.87 6.29
H 17.84 -8.33 4.63

=====

# 5
23
Properties=species:S:1:pos:R:3 method="wB97M-V/def2-TZVPD" e_lumo_ev=-3.696 homo_lumo_gap_ha=0.06177 total_charge=-1 largest_force_ev_per_a=2.1 e_homo_ev=-5.4 e_tot_ev=-110689.957 de_lowest_kj_mol=764.62
Hg -2.48 13.61 -1.29
C -0.73 8.57 -4.85
O -1.36 9.34 -3.89
H -0.89 7.50 -4.67
H -1.03 8.75 -5.88
H 0.33 8.83 -4.96
Cl -4.23 13.07 3.05
Cl -1.89 18.57 -0.86
C -9.22 15.69 -4.78
Cl -7.84 15.22 -3.71
Cl -8.78 15.32 -6.50
H -10.15 15.18 -4.53
H -9.28 16.78 -4.67
C 4.56 16.32 1.26
Cl 3.42 14.99 0.67
Cl 6.18 16.20 0.46
H 4.12 17.26 0.93
H 4.67 16.25 2.35
C -2.04 16.53 -8.89
Cl -0.85 17.89 -9.11
Cl -1.57 15.70 -7.40
H -3.04 16.94 -8.79
H -2.06 15.80 -9.69

=====

# 6
15
Properties=species:S:1:pos:R:3 method="wB97M-V/def2-TZVPD" e_lumo_ev=3.918 homo_lumo_gap_ha=0.30666 total_charge=-1 largest_force_ev_per_a=1.1 e_homo_ev=-4.4 e_tot_ev=-19534.746
C 0.27 0.57 -0.28
H 0.05 -0.52 1.55
Cl 2.46 0.61 0.02
C -0.23 -0.62 0.49
H 0.48 0.44 -1.35
H -1.33 -0.50 0.49
C -0.18 1.89 0.29
H -1.29 1.88 0.29
H 0.07 1.97 1.36
H 0.20 2.74 -0.29
C 0.19 -1.98 -0.06
H -0.03 -2.06 -1.13
H 1.27 -2.16 0.08
H -0.35 -2.79 0.46
F -1.56 0.52 -1.90

=====

# 7
15
Properties=species:S:1:pos:R:3 method="wB97M-V/def2-TZVPD" e_lumo_ev=-4.639 homo_lumo_gap_ha=0.40539 total_charge=+1 largest_force_ev_per_a=5.0 e_homo_ev=-15.7 e_tot_ev=-18296.714 de_lowest_kj_mol=195.18 smiles=C[N+]1(C)C[C@H]1Cl
C 1.50 -0.02 -0.27
N 0.06 0.05 0.08
C -0.56 1.19 -0.70
C -0.34 -0.49 1.42
C -0.70 -1.19 0.17
Cl -2.50 -1.02 -0.77
H 1.46 0.46 -1.21
H 2.22 0.34 0.43
H 1.83 -1.08 -0.52
H -0.35 2.09 -0.19
H -0.27 1.33 -1.65
H -1.62 0.98 -0.69
H -0.99 0.21 1.91
H 0.52 -0.72 2.04
H -0.26 -2.14 -0.05

=====

# 8
16
Properties=species:S:1:pos:R:3 method="wB97M-V/def2-TZVPD" e_lumo_ev=0.922 homo_lumo_gap_ha=0.38345 largest_force_ev_per_a=2.7 e_homo_ev=-9.5 e_tot_ev=-19795.271 de_lowest_kj_mol=63.44 smiles=NCC1(Cl)CNC1
N 1.52 -0.90 1.54
C 0.89 -0.87 0.25
C -0.46 -0.31 0.05
Cl -1.79 -1.04 0.99
C -0.78 -0.04 -1.42
N -0.19 1.35 -1.32
C -0.32 1.24 0.24
H 1.51 -0.04 2.11
H 1.02 -1.70 2.05
H 0.80 -1.91 0.00
H 1.55 -0.42 -0.52
H -0.29 -0.69 -2.15
H -1.84 -0.11 -1.55
H -0.81 2.09 -1.69
H -1.27 1.61 0.64
H 0.48 1.74 0.79